Entry one
{"formula": "H4S2", "method": "the ωB97M-V functional and the def2-TZVPD basis", "symbols": ["S", "H", "H", "S", "H", "H"], "positions_angstrom": [[0.298, 2.569, 1.102], [-0.671, 3.189, 1.802], [0.096, 1.408, 1.752], [0.275, -1.886, -1.235], [0.896, -3.008, -1.644], [-0.894, -2.272, -1.778]], "smiles": "S.S", "homo_ev": -9.74, "charge": 0, "homo_lumo_gap_ev": 10.6, "lumo_energy_ev": 0.84}

---

Entry two
{"formula": "H4S2", "method": "the ωB97M-V functional and the def2-TZVPD basis", "symbols": ["H", "H", "H", "H", "S", "S"], "positions_angstrom": [[3.599, 0.462, 0.863], [2.613, 1.076, -0.565], [-3.033, 1.228, 0.109], [-1.722, -0.031, 0.721], [2.804, -0.096, -0.036], [-2.895, -0.075, -0.034]], "smiles": "S.S", "homo_ev": -9.75, "charge": 0, "homo_lumo_gap_ev": 10.5, "lumo_energy_ev": 0.77}

---

Most stable structure, least stable structure: entry one, entry two.

---

Entry one
{"formula": "C47H34F5N3O3P2S3Sc", "method": "the ωB97M-V functional and the def2-TZVPD basis", "symbols": ["Sc", "S", "P", "C", "P", "S", "C", "C", "C", "C", "C", "C", "C", "C", "C", "C", "C", "C", "C", "C", "C", "C", "C", "C", "C", "C", "C", "C", "C", "C", "H", "H", "H", "H", "H", "H", "H", "H", "H", "H", "H", "H", "H", "H", "H", "H", "H", "H", "H", "H", "F", "C", "C", "C", "C", "C", "F", "C", "C", "C", "C", "C", "C", "N", "H", "H", "H", "H", "H", "H", "C", "C", "C", "C", "N", "C", "C", "C", "C", "C", "C", "N", "H", "H", "H", "H", "H", "H", "H", "H", "F", "C", "F", "F", "S", "O", "O", "O"], "positions_angstrom": [[-1.066, 0.847, -0.663], [1.179, 0.820, -2.480], [1.812, -0.201, -0.860], [0.708, -0.273, 0.447], [1.016, 0.879, 1.678], [0.713, 2.826, 1.342], [2.673, 0.674, 2.493], [3.472, 1.745, 2.878], [4.690, 1.522, 3.519], [5.121, 0.226, 3.778], [4.332, -0.851, 3.391], [3.120, -0.626, 2.751], [0.004, 0.342, 3.128], [-0.391, 1.267, 4.094], [-1.102, 0.859, 5.218], [-1.419, -0.485, 5.392], [-1.029, -1.413, 4.432], [-0.330, -1.000, 3.301], [3.525, 0.390, -0.543], [3.763, 1.768, -0.537], [5.034, 2.266, -0.287], [6.088, 1.392, -0.041], [5.861, 0.023, -0.036], [4.584, -0.475, -0.283], [2.146, -1.941, -1.399], [1.700, -3.016, -0.640], [1.969, -4.327, -1.038], [2.692, -4.570, -2.197], [3.143, -3.498, -2.968], [2.866, -2.196, -2.572], [3.133, 2.754, 2.661], [5.308, 2.366, 3.809], [6.071, 0.055, 4.269], [4.665, -1.867, 3.579], [2.509, -1.467, 2.431], [-0.154, 2.315, 3.942], [-1.418, 1.593, 5.955], [-1.978, -0.804, 6.265], [-1.288, -2.460, 4.553], [-0.055, -1.705, 2.525], [2.942, 2.447, -0.727], [5.200, 3.340, -0.277], [7.082, 1.778, 0.156], [6.678, -0.665, 0.166], [4.416, -1.545, -0.260], [1.136, -2.799, 0.261], [1.608, -5.159, -0.440], [2.902, -5.588, -2.506], [3.708, -3.682, -3.878], [3.197, -1.359, -3.178], [-5.859, -1.000, -2.971], [-4.894, -0.055, -3.007], [-3.797, -0.170, -2.190], [-2.788, 0.788, -2.192], [-2.943, 1.890, -3.051], [-4.068, 1.954, -3.864], [-4.273, 2.998, -4.712], [-5.062, 1.001, -3.870], [-1.920, 2.966, -2.989], [-1.848, 4.039, -3.878], [-0.880, 5.012, -3.707], [0.019, 4.899, -2.663], [-0.084, 3.789, -1.850], [-1.017, 2.850, -2.001], [-3.766, -1.027, -1.530], [-5.926, 1.099, -4.514], [-2.544, 4.114, -4.695], [-0.833, 5.851, -4.393], [0.795, 5.633, -2.483], [0.611, 3.628, -1.046], [-3.780, -1.792, 2.415], [-3.917, -3.054, 1.883], [-3.223, -3.367, 0.724], [-2.429, -2.402, 0.128], [-2.310, -1.173, 0.630], [-2.964, -0.889, 1.757], [-1.706, -2.681, -1.149], [-1.596, -3.967, -1.653], [-1.019, -4.158, -2.896], [-0.593, -3.054, -3.607], [-0.714, -1.807, -3.015], [-1.229, -1.624, -1.797], [-4.291, -1.491, 3.320], [-4.554, -3.794, 2.355], [-3.325, -4.346, 0.280], [-2.812, 0.098, 2.167], [-1.938, -4.815, -1.080], [-0.909, -5.158, -3.300], [-0.154, -3.145, -4.592], [-0.358, -0.916, -3.515], [-4.661, 3.944, 2.280], [-3.514, 3.266, 2.234], [-2.499, 4.114, 2.374], [-3.493, 2.389, 3.252], [-3.425, 2.396, 0.641], [-3.420, 3.455, -0.321], [-4.535, 1.487, 0.677], [-2.087, 1.698, 0.807]], "homo_ev": -4.57, "charge": -1, "homo_lumo_gap_ev": 6.8, "lumo_energy_ev": 2.25}

---

Entry two
{"formula": "C47H34F5N3O3P2S3Sc", "method": "the ωB97M-V functional and the def2-TZVPD basis", "symbols": ["Sc", "S", "P", "C", "P", "S", "C", "C", "C", "C", "C", "C", "C", "C", "C", "C", "C", "C", "C", "C", "C", "C", "C", "C", "C", "C", "C", "C", "C", "C", "H", "H", "H", "H", "H", "H", "H", "H", "H", "H", "H", "H", "H", "H", "H", "H", "H", "H", "H", "H", "F", "C", "C", "C", "C", "C", "F", "C", "C", "C", "C", "C", "C", "N", "H", "H", "H", "H", "H", "H", "C", "C", "C", "C", "N", "C", "C", "C", "C", "C", "C", "N", "H", "H", "H", "H", "H", "H", "H", "H", "F", "C", "F", "F", "S", "O", "O", "O"], "positions_angstrom": [[-0.031, -0.321, -0.035], [0.913, 1.590, 2.016], [2.548, 0.508, 1.611], [2.262, -0.624, 0.384], [2.966, -0.302, -1.117], [2.260, 1.289, -2.093], [4.805, -0.308, -1.093], [5.479, -1.344, -0.452], [6.860, -1.381, -0.440], [7.588, -0.379, -1.071], [6.923, 0.652, -1.715], [5.536, 0.687, -1.726], [2.759, -1.781, -2.169], [2.995, -1.693, -3.540], [2.906, -2.822, -4.333], [2.564, -4.047, -3.768], [2.323, -4.137, -2.409], [2.431, -3.007, -1.610], [3.112, -0.314, 3.156], [2.970, 0.317, 4.384], [3.424, -0.295, 5.540], [4.026, -1.546, 5.478], [4.171, -2.181, 4.253], [3.718, -1.563, 3.097], [3.969, 1.634, 1.349], [3.764, 2.843, 0.694], [4.832, 3.685, 0.432], [6.113, 3.335, 0.830], [6.324, 2.136, 1.496], [5.258, 1.292, 1.752], [4.908, -2.124, 0.039], [7.374, -2.191, 0.063], [8.670, -0.404, -1.057], [7.482, 1.442, -2.201], [5.001, 1.496, -2.211], [3.220, -0.727, -3.975], [3.090, -2.746, -5.398], [2.475, -4.926, -4.394], [2.024, -5.079, -1.968], [2.231, -3.055, -0.546], [2.475, 1.279, 4.429], [3.305, 0.203, 6.495], [4.377, -2.024, 6.384], [4.636, -3.158, 4.194], [3.800, -2.047, 2.129], [2.763, 3.111, 0.382], [4.660, 4.618, -0.090], [6.945, 3.996, 0.622], [7.320, 1.847, 1.807], [5.440, 0.356, 2.266], [-2.784, 4.587, 0.879], [-2.313, 3.713, -0.048], [-1.598, 2.610, 0.356], [-1.114, 1.686, -0.578], [-1.407, 1.917, -1.938], [-2.123, 3.066, -2.289], [-2.440, 3.345, -3.588], [-2.587, 3.984, -1.376], [-1.028, 0.864, -2.905], [-1.109, 0.991, -4.292], [-0.785, -0.081, -5.100], [-0.382, -1.269, -4.522], [-0.295, -1.318, -3.141], [-0.605, -0.294, -2.347], [-1.433, 2.485, 1.419], [-3.139, 4.857, -1.688], [-1.413, 1.925, -4.728], [-0.843, 0.020, -6.177], [-0.114, -2.138, -5.103], [0.051, -2.219, -2.659], [0.212, -2.104, 4.174], [-1.022, -1.903, 4.767], [-2.067, -1.411, 4.002], [-1.831, -1.087, 2.670], [-0.619, -1.217, 2.124], [0.359, -1.756, 2.843], [-2.901, -0.662, 1.730], [-4.229, -0.503, 2.122], [-5.175, -0.214, 1.157], [-4.773, -0.106, -0.165], [-3.430, -0.254, -0.459], [-2.511, -0.509, 0.466], [1.058, -2.507, 4.714], [-1.182, -2.148, 5.808], [-3.047, -1.292, 4.436], [1.285, -1.908, 2.303], [-4.520, -0.610, 3.155], [-6.213, -0.085, 1.434], [-5.478, 0.099, -0.957], [-3.070, -0.160, -1.474], [-0.960, -5.905, 0.678], [-0.595, -4.622, 0.840], [-1.113, -4.205, 2.007], [0.741, -4.583, 0.943], [-1.210, -3.606, -0.579], [-2.609, -3.444, -0.306], [-0.807, -4.345, -1.741], [-0.432, -2.362, -0.416]], "homo_ev": -4.33, "charge": -1, "homo_lumo_gap_ev": 6.3, "lumo_energy_ev": 2.00}

---

Most stable structure, least stable structure: entry two, entry one.

---

Entry one
{"formula": "C2H4N4O2", "method": "the ωB97M-V functional and the def2-TZVPD basis", "symbols": ["C", "C", "H", "H", "H", "H", "N", "N", "N", "N", "O", "O"], "positions_angstrom": [[1.759, -0.342, 0.159], [-0.218, -1.019, -0.112], [-1.426, 2.142, -0.539], [-1.666, 1.155, 1.018], [1.115, 1.554, -0.458], [-1.187, -2.426, 0.450], [-1.552, 1.011, -0.117], [-0.260, 0.364, -0.208], [0.929, 0.884, 0.224], [0.948, -1.462, 0.128], [2.939, -0.206, -0.316], [-1.382, -1.656, -0.229]], "smiles": "Nn1[nH]c(=O)nc1O", "homo_ev": -9.17, "charge": 0, "homo_lumo_gap_ev": 9.4, "lumo_energy_ev": 0.26}

---

Entry two
{"formula": "C2H4N4O2", "method": "the ωB97M-V functional and the def2-TZVPD basis", "symbols": ["C", "C", "H", "H", "H", "H", "N", "N", "N", "N", "O", "O"], "positions_angstrom": [[0.111, -0.399, -0.354], [1.162, -1.270, -0.458], [-1.579, 0.281, 1.366], [-2.785, -0.607, 0.667], [1.153, -2.251, -0.953], [-0.324, 2.606, -0.179], [-1.989, 0.033, 0.220], [-1.089, -0.847, -0.393], [2.281, -0.841, 0.098], [0.568, 0.888, 0.240], [1.904, 0.508, 0.515], [0.589, 1.900, -0.769]], "homo_ev": -9.00, "charge": 0, "homo_lumo_gap_ev": 8.5, "lumo_energy_ev": -0.48}

---

Most stable structure, least stable structure: entry one, entry two.

---

Entry one
{"formula": "C2H4N4O2", "method": "the ωB97M-V functional and the def2-TZVPD basis", "symbols": ["C", "C", "H", "H", "H", "H", "N", "N", "N", "N", "O", "O"], "positions_angstrom": [[0.309, -1.593, 0.108], [-1.439, -0.413, -0.201], [-0.249, 2.476, -0.435], [-1.136, 1.711, 0.989], [2.849, 0.098, 0.403], [1.230, -2.258, 0.149], [-0.418, 1.704, 0.342], [-0.327, 0.528, -0.523], [0.782, -0.347, 0.142], [-0.913, -1.774, 0.055], [1.974, 0.029, -0.615], [-2.662, -0.161, -0.415]], "homo_ev": -10.01, "charge": 0, "homo_lumo_gap_ev": 9.5, "lumo_energy_ev": -0.48}

---

Entry two
{"formula": "C2H4N4O2", "method": "the ωB97M-V functional and the def2-TZVPD basis", "symbols": ["C", "C", "H", "H", "H", "H", "N", "N", "N", "N", "O", "O"], "positions_angstrom": [[-1.529, 1.218, -0.078], [0.570, -0.983, -0.936], [-1.495, 2.339, 0.254], [-2.218, 0.944, -1.079], [-1.834, 0.284, 0.853], [1.069, -0.480, 1.904], [0.323, -0.032, 0.191], [1.564, -0.110, 0.986], [2.129, -1.411, 0.527], [1.615, -1.942, -0.576], [-0.153, 1.083, -0.111], [-0.040, -0.911, -1.935]], "homo_ev": -9.71, "charge": 0, "homo_lumo_gap_ev": 8.9, "lumo_energy_ev": -0.84}

---

Entry three
{"formula": "C2H4N4O2", "method": "the ωB97M-V functional and the def2-TZVPD basis", "symbols": ["C", "C", "H", "H", "H", "H", "N", "N", "N", "N", "O", "O"], "positions_angstrom": [[-0.566, 0.318, -0.145], [1.287, 1.090, -0.013], [-2.708, -1.382, 0.623], [-3.907, -0.317, 0.254], [2.259, 1.662, 0.099], [2.991, -1.236, 0.429], [-2.899, -0.636, -0.084], [-1.889, 0.460, 0.000], [0.134, 1.494, -0.032], [1.366, -0.352, 0.538], [2.401, -0.858, -0.310], [0.105, -0.884, -0.116]], "homo_ev": -8.72, "charge": 0, "homo_lumo_gap_ev": 8.9, "lumo_energy_ev": 0.14}

---

Most stable structure, least stable structure: entry three, entry two.